99
Properties=species:S:1:pos:R:3 method="wB97M-V/def2-TZVPD" multiplicity=3 gap_ev="7.11 / 6.05"
Pt 3.16159 -1.35339 1.61685
Mg 2.34064 2.03281 1.59981
O 2.80709 1.68034 3.57783
C 2.23351 0.99140 4.63158
C 2.17265 -0.63606 4.48355
O 3.39077 -1.12537 3.96504
H 1.30720 1.50244 4.89406
H 2.81391 1.14981 5.54051
H 1.41462 -0.91362 3.75112
H 1.96677 -1.00509 5.48831
O 1.71188 0.20964 1.00742
C 0.37770 0.42211 0.52189
C -0.30309 1.86650 0.63124
O 0.58247 2.84908 1.28884
H -0.31710 -0.26306 1.00756
H 0.32999 -0.01963 -0.47345
H -1.22592 1.71383 1.19087
H -0.59691 2.23674 -0.35095
C -1.67435 -4.37290 1.22682
C -2.39011 -4.12673 2.59146
C -2.76654 -5.50429 3.07063
C -3.14315 -5.66673 4.48606
C -2.11058 -4.93551 5.41262
C -1.70622 -3.53905 4.97684
N -1.44058 -3.47859 3.51201
O -0.86634 -2.20194 3.17155
C -2.71398 -2.48818 5.48122
C -0.41746 -3.14455 5.71521
C -3.74653 -3.33107 2.36486
H -1.42341 -5.41924 1.05280
H -0.76212 -3.77724 1.19313
H -2.07750 -4.11526 0.24744
H -3.44710 -5.93819 2.33806
H -2.02870 -6.30366 3.00203
H -3.18261 -6.74607 4.63296
H -4.16187 -5.36880 4.73413
H -1.21674 -5.55932 5.41588
H -2.59722 -5.12015 6.37032
H -3.76690 -2.60312 5.22386
H -2.71075 -2.42334 6.56930
H -2.40668 -1.49326 5.15904
H -0.35162 -3.49495 6.74526
H 0.42006 -3.65528 5.24001
H -0.14529 -2.09828 5.57615
H -4.37406 -3.67378 1.54215
H -3.53385 -2.27017 2.23305
H -4.25588 -3.52214 3.30940
H -1.63778 -1.67165 3.38435
C -0.22160 3.07761 -6.87030
C 0.57261 1.85955 -6.39468
C 1.90950 1.58748 -7.07842
C 2.93871 2.53207 -6.46661
C 3.12200 2.34961 -4.97922
C 1.74637 2.63821 -4.20175
N 0.70827 1.90785 -4.89544
O -0.46629 1.91264 -4.18990
C 1.95095 2.03136 -2.79791
C 1.46124 4.03800 -3.98299
C -0.20998 0.56861 -6.82537
H -0.30155 3.15867 -7.95434
H 0.13442 4.06039 -6.56128
H -1.18583 3.12772 -6.36449
H 2.29634 0.57033 -7.01616
H 1.86755 1.83161 -8.13991
H 2.58201 3.55494 -6.58741
H 3.91087 2.55641 -6.95899
H 3.86467 3.06637 -4.62882
H 3.40165 1.29678 -4.94098
H 2.24346 0.98203 -2.83612
H 2.78926 2.41251 -2.21477
H 1.08379 2.11175 -2.14241
H 1.48617 4.63870 -4.89219
H 0.44521 4.24856 -3.64916
H 2.28464 4.46979 -3.41409
H 0.38487 -0.29144 -6.51786
H -0.23995 0.59252 -7.91469
H -1.20995 0.58608 -6.39192
H -0.80575 2.79272 -4.36835
O -0.04403 5.93173 2.59819
H -0.05097 6.61158 1.92440
H 0.00982 5.11029 2.10974
O -1.59721 3.14257 3.69504
H -1.34942 2.53579 4.39263
H -1.11130 2.83835 2.92851
O -0.29581 -1.19161 -3.85458
H -0.75288 -0.91226 -4.64785
H -0.07698 -0.37601 -3.40388
O 1.48643 -2.83774 1.78475
H 0.55110 -3.03569 1.73789
H 1.84142 -3.49608 2.38208
O 2.12195 -2.06362 -2.46068
H 1.56552 -2.42847 -3.14879
H 1.78065 -1.18064 -2.31903
O -1.41969 4.84969 -0.47386
H -1.90151 4.77297 0.34966
H -1.09803 3.96494 -0.64703
O 1.65992 4.97780 -0.56365
H 0.70962 5.04147 -0.46813
H 1.89587 4.18043 -0.08957